<a>
DFT (ωB97M-V with the def2-TZVPD basis set) results for 3 unconnected molecules or ions with the total composition C3H12O4.

XYZ file:
```
19
Properties=species:S:1:pos:R:3
C 1.07 0.92 -1.44
O 0.49 0.65 -2.71
C 1.29 -0.24 -0.53
C 0.06 -0.97 0.12
O 0.58 -1.79 1.18
H 2.05 1.23 -1.82
H 0.61 1.76 -0.92
H -0.46 0.60 -2.69
H 1.92 -0.99 -0.99
H 1.74 -0.06 0.44
H -0.61 -0.20 0.50
H -0.21 -1.82 -0.49
H 0.61 -1.45 2.07
H -0.12 1.67 2.43
H 0.50 3.04 1.76
O 0.45 2.09 1.79
H -3.43 -0.54 1.64
H -2.44 -1.28 0.79
O -3.36 -0.99 0.77
```

Values from the calculation:
HOMO = -10.0177 eV
total charge = 0
E_LUMO = 0.0040 Ha
SMILES = OCCCO.O.O
Kohn-Sham gap = 0.372 Eh


<b>
DFT (ωB97M-V with the def2-TZVPD basis set) results for 4 unconnected molecules or ions with the total composition C3H12O4.

XYZ file:
```
19
Properties=species:S:1:pos:R:3
C 1.70 -1.76 -1.11
C 1.09 -0.81 -0.13
C 0.84 0.40 -0.67
O 0.34 1.28 0.16
H 2.06 -2.69 -0.63
H 1.02 -2.24 -1.96
H 2.44 -1.38 -1.82
H 0.81 -0.92 0.91
H 1.04 0.83 -1.71
H 0.60 1.14 1.09
H -1.15 -1.38 -2.26
H -1.18 -0.90 -3.74
O -1.19 -1.61 -3.15
H -4.87 -1.81 3.55
H -5.48 -0.45 3.51
O -4.63 -0.95 3.33
H 2.41 2.58 0.63
H 3.42 3.18 1.54
O 2.62 3.40 1.18
```

Values from the calculation:
HOMO = -8.6166 eV
total charge = 0
E_LUMO = 0.0247 Ha
SMILES = C/C=C/O.O.O.O
Kohn-Sham gap = 0.341 Eh


<c>
DFT (ωB97M-V with the def2-TZVPD basis set) results for 4 unconnected molecules or ions with the total composition C3H12O4.

XYZ file:
```
19
Properties=species:S:1:pos:R:3
C 2.46 -0.44 -1.16
C 2.00 -0.19 0.24
C 0.77 0.12 0.60
O 0.39 0.45 1.89
H 3.17 0.35 -1.42
H 1.68 -0.47 -1.91
H 3.01 -1.38 -1.22
H 2.75 -0.21 1.02
H -0.12 -0.02 -0.01
H -0.05 1.32 1.83
H -2.33 1.81 -0.18
H -1.45 3.05 -0.45
O -1.43 2.15 -0.10
H -1.54 -2.57 1.25
H -1.17 -1.16 1.79
O -1.90 -1.69 1.41
H -2.06 -0.93 -0.64
H -1.87 0.34 -1.48
O -2.31 -0.52 -1.48
```

Values from the calculation:
HOMO = -9.1928 eV
total charge = 0
E_LUMO = 0.0141 Ha
SMILES = C/C=C/O.O.O.O
Kohn-Sham gap = 0.352 Eh


<d>
DFT (ωB97M-V with the def2-TZVPD basis set) results for 4 unconnected molecules or ions with the total composition C3H12O4.

XYZ file:
```
19
Properties=species:S:1:pos:R:3
C -1.67 -2.71 -1.44
C -1.81 -1.49 -0.49
C -0.71 -0.79 -0.20
O -0.68 0.30 0.71
H -1.14 -3.47 -0.97
H -1.23 -2.42 -2.42
H -2.67 -3.05 -1.91
H -2.73 -1.44 0.16
H 0.27 -1.21 -0.53
H -1.48 0.80 0.64
H 2.00 5.19 0.82
H 1.14 4.11 1.12
O 1.72 4.46 0.44
H 0.67 3.30 3.40
H -0.76 3.39 2.78
O 0.21 3.51 2.61
H 2.45 -2.41 -2.13
H 3.35 -3.47 -1.22
O 3.08 -2.59 -1.36
```

Values from the calculation:
HOMO = -8.8886 eV
total charge = 0
E_LUMO = 0.0180 Ha
SMILES = C/C=C/O.O.O.O
Kohn-Sham gap = 0.345 Eh


Tell me which of them is the most stable. Sure, it is <c>.


<a>
DFT (ωB97M-V with the def2-TZVPD basis set) results for 2 unconnected molecules or ions with the total composition C3H10NO2.

XYZ file:
```
16
Properties=species:S:1:pos:R:3
O 0.48 -0.16 -2.64
C 0.01 0.90 -2.06
C -0.33 0.74 -0.60
C 0.60 1.50 0.39
N -0.29 -0.71 -0.34
H 0.07 1.94 -2.38
H -1.32 1.14 -0.33
H 1.53 1.70 -0.16
H 0.22 2.49 0.52
H 0.78 0.94 1.31
H -1.02 -1.21 -0.83
H 0.61 -1.05 -0.67
H -0.34 -0.94 0.66
H 0.11 -2.02 2.90
H -0.82 -3.03 2.17
O -0.29 -2.23 2.05
```

Values from the calculation:
HOMO (alpha / beta) = -4.0631 / -7.5516 eV
spin multiplicity = 2
total charge = 0
E_LUMO (alpha / beta) = -0.0046 / -0.0054 Ha
Kohn-Sham gap (alpha / beta) = 0.145 / 0.272 Eh


<b>
DFT (ωB97M-V with the def2-TZVPD basis set) results for a molecular structure, C3H10NO2.

XYZ file:
```
16
Properties=species:S:1:pos:R:3
C 1.88 -0.51 0.09
N 0.81 -1.47 -0.04
C -0.61 -0.94 0.65
O -1.42 -0.28 -0.20
C 1.87 0.70 -0.85
H 2.74 -1.01 -0.06
H 1.82 -0.09 1.18
H 0.78 -1.23 -1.07
H -0.96 -1.89 1.23
H -0.30 -0.42 1.56
H 1.29 0.62 -1.87
H 1.10 1.27 -0.44
H 2.74 1.28 -0.75
H -2.09 2.27 -0.47
H -1.76 0.82 0.16
O -2.32 1.93 0.37
```

Values from the calculation:
HOMO (alpha / beta) = -10.1145 / -9.5811 eV
spin multiplicity = 2
total charge = 0
E_LUMO (alpha / beta) = 0.0326 / -0.1373 Ha
Kohn-Sham gap (alpha / beta) = 0.404 / 0.215 Eh


Tell me which of them is the most stable. Sure, it is <a>.


<a>
DFT (ωB97M-V with the def2-TZVPD basis set) results for C4H5ClN2 in the gas phase.

XYZ file:
```
12
Properties=species:S:1:pos:R:3
C 0.81 0.29 -0.86
C 1.98 0.37 -1.48
C 0.31 1.33 0.05
C -0.85 -0.52 2.21
H 2.44 -0.38 -2.13
H 2.71 1.11 -1.32
H 0.89 2.23 -0.07
H 0.26 -0.34 2.57
H -1.37 -1.34 2.71
N -0.66 1.29 0.91
N -1.49 0.23 1.26
Cl -0.20 -1.22 -0.97
```

Values from the calculation:
HOMO = -9.2847 eV
total charge = 0
E_LUMO = 0.0046 Ha
SMILES = C=N/N=C\C(=C)Cl
Kohn-Sham gap = 0.346 Eh


<b>
DFT (ωB97M-V with the def2-TZVPD basis set) results for C4H5ClN2 in the gas phase.

XYZ file:
```
12
Properties=species:S:1:pos:R:3
C -0.77 0.65 -0.85
C 1.21 -0.85 0.09
C 0.69 0.07 1.17
C -0.18 -0.32 0.08
N -3.20 0.49 -1.39
N -2.09 0.58 -1.10
Cl -0.05 2.15 -1.16
H 2.02 -0.50 -0.52
H 1.40 -1.94 0.06
H 0.66 -0.23 2.16
H 1.29 0.97 1.22
H -0.99 -1.07 0.25
```

Values from the calculation:
HOMO = -7.9944 eV
total charge = 0
E_LUMO = 0.0156 Ha
Kohn-Sham gap = 0.309 Eh


<c>
DFT (ωB97M-V with the def2-TZVPD basis set) results for a molecular structure, C4H5ClN2.

XYZ file:
```
12
Properties=species:S:1:pos:R:3
C 1.77 -1.26 0.30
C -0.61 -0.10 0.47
C -0.61 -0.59 -0.97
C 0.56 -0.87 -0.04
N 2.90 -1.66 0.38
N 3.13 1.33 0.12
Cl 4.12 0.15 -0.24
H -0.38 0.95 0.88
H -1.10 -0.68 1.15
H -1.13 -1.52 -1.18
H -0.50 0.14 -1.74
H 2.99 1.63 1.10
```

Values from the calculation:
HOMO (alpha / beta) = -8.5324 / -8.9457 eV
total charge = 0
E_LUMO (alpha / beta) = -0.0231 / -0.0309 Ha
Kohn-Sham gap (alpha / beta) = 0.290 / 0.298 Eh


Tell me which of them is the most stable. Sure, it is <a>.


<a>
DFT (ωB97M-V with the def2-TZVPD basis set) results for C3HNO2 in the gas phase.

XYZ file:
```
7
Properties=species:S:1:pos:R:3
C 1.34 -0.21 0.15
C 0.05 0.66 0.00
C -1.16 -0.16 0.04
H 2.18 0.39 0.44
N -2.12 -0.81 0.03
O 1.28 -1.38 -0.13
O 0.13 1.83 -0.09
```

Values from the calculation:
HOMO = -10.9777 eV
total charge = 0
E_LUMO = -0.0596 Ha
SMILES = N#CC(=O)C=O
Kohn-Sham gap = 0.344 Eh


<b>
DFT (ωB97M-V with the def2-TZVPD basis set) results for 2 unconnected molecules or ions with the total composition C3HNO2.

XYZ file:
```
7
Properties=species:S:1:pos:R:3
C 0.53 -1.69 1.17
C -0.68 1.60 -0.53
C 0.01 0.95 -1.34
N -0.39 -2.34 0.97
O -1.22 1.95 0.49
O 0.56 0.40 -2.19
H 1.20 -0.87 1.42
```

Values from the calculation:
HOMO (alpha / beta) = -9.3957 / -9.3743 eV
total charge = 0
E_LUMO (alpha / beta) = -0.0696 / -0.0701 Ha
SMILES = O=C=C=O.C#N
Kohn-Sham gap (alpha / beta) = 0.276 / 0.274 Eh


Tell me which of them is the most stable. Sure, it is <a>.


<a>
DFT (ωB97M-V with the def2-TZVPD basis set) results for C3H2ClFOS in the gas phase.

XYZ file:
```
9
Properties=species:S:1:pos:R:3
C 0.56 0.89 -0.14
C 0.02 -0.48 -0.62
C -0.75 -1.27 0.03
H 0.29 1.96 1.76
H -1.00 -2.35 0.08
O -0.04 1.15 0.94
F -1.53 -0.83 1.08
S 1.58 1.87 -1.13
Cl 0.87 -0.94 -2.00
```

Values from the calculation:
HOMO = -8.8006 eV
total charge = 0
E_LUMO = -0.0196 Ha
SMILES = OC(=S)/C(Cl)=C\F
Kohn-Sham gap = 0.304 Eh


<b>
DFT (ωB97M-V with the def2-TZVPD basis set) results for C3H2ClFOS in the gas phase.

XYZ file:
```
9
Properties=species:S:1:pos:R:3
C 0.97 0.34 0.45
C -0.18 0.19 -0.49
C -1.53 0.17 0.13
H 1.96 0.51 -0.04
H -1.58 0.33 1.19
O -2.52 -0.03 -0.54
F 0.72 1.36 1.28
S -0.01 0.08 -2.08
Cl 1.06 -1.08 1.43
```

Values from the calculation:
HOMO = -9.7186 eV
total charge = 0
E_LUMO = -0.0687 Ha
SMILES = O=CC(=S)[C@@H](F)Cl
Kohn-Sham gap = 0.288 Eh


Tell me which of them is the most stable. Sure, it is <b>.